This record from OMol25 describes a structure of composition C8H18F3I2OP2Ru in a non-equilibrium geometry. The level of theory is ωB97M-V/def2-TZVPD.

As for the spin multiplicity: 5. For the LUMO energy (alpha / beta), the calculation gives -11.7 / -15.5 eV. The value obtained for the largest force on an atom is 7.1 eV Å⁻¹. The value obtained for the HOMO energy (alpha / beta) is -0.7718 / -0.7798 hartree. Its charge is +3. The HOMO-LUMO gap (alpha / beta) is 9.33 / 5.69 eV. For the total energy, the calculation gives -2062.2450 Ha.

```
35
C8H18F3I2OP2Ru ωB97M-V/def2-TZVPD
I -0.001 -0.856 -2.769
I 0.010 2.940 -0.422
Ru 0.002 0.223 -0.275
P -2.318 0.103 -0.211
C -2.996 0.050 -1.910
C -2.960 -1.432 0.578
H -4.029 -1.293 0.788
H -4.237 1.221 0.665
H -2.417 -1.611 1.517
H -2.763 1.587 1.607
H -2.592 -0.845 -2.415
H -2.804 -2.292 -0.088
C -3.174 1.460 0.607
H -4.092 0.003 -1.872
H -3.022 2.374 0.038
H -2.647 0.949 -2.431
P 2.320 0.093 -0.196
C 2.996 0.044 -1.896
C 3.184 1.440 0.630
H 2.413 -1.626 1.526
H 4.023 -1.315 0.796
H 2.792 -2.304 -0.078
C 2.953 -1.445 0.587
H 2.770 1.570 1.629
H 4.243 1.189 0.693
H 4.091 -0.012 -1.863
H 2.652 0.948 -2.412
H 3.044 2.356 0.063
H 2.583 -0.846 -2.404
C -0.002 -1.621 -0.052
O -0.005 -2.777 0.147
F 0.015 1.695 2.418
C -0.003 0.408 1.930
F 1.079 -0.206 2.537
F -1.106 -0.171 2.535
```